[1]
The molecule C12H15P in a non-equilibrium geometry, computed with ωB97M-V/def2-TZVPD.

The geometry in XYZ format:
```
28
Properties=species:S:1:pos:R:3:mulliken_charge:R:1
C -0.47 -3.34 0.25 -0.2154
C -0.46 -2.15 0.39 -0.8356
C -0.15 -0.80 0.28 0.3383
C 1.17 -0.30 0.10 0.4131
C 2.32 -1.24 -0.10 -0.7372
C 3.57 -0.75 -0.29 -0.3873
C 3.89 0.65 -0.17 -0.5845
C 2.85 1.47 -0.01 -0.7453
C 1.57 1.01 0.11 0.2993
P -1.56 0.21 0.11 1.1132
C -1.98 1.37 1.30 -1.2407
C -1.70 1.39 -1.40 -1.3340
C -2.96 -0.93 0.14 -1.3850
H -0.28 -4.40 -0.05 0.3856
H 1.99 -2.28 -0.13 0.2835
H 4.41 -1.43 -0.48 0.3292
H 4.84 1.07 -0.35 0.3918
H 2.94 2.57 0.08 0.3166
H 0.91 1.75 0.60 0.0244
H -2.97 1.79 1.19 0.4390
H -1.80 0.94 2.39 0.2693
H -1.23 2.11 1.22 0.4224
H -2.65 1.71 -1.30 0.4821
H -0.98 2.19 -1.50 0.3626
H -1.59 1.03 -2.42 0.3902
H -3.85 -0.40 -0.23 0.3518
H -2.63 -1.61 -0.66 0.4411
H -3.19 -1.60 0.94 0.4114
```

Computed properties:
Charge   0
Relative energy (zero: lowest compared OMol25 entry of this formula, charge and spin)   55.7 kcal per mole
Maximum force   4.20 eV/Å
DFT total energy   -21971.886 eV
Kohn-Sham gap   7.032 eV
SMILES   C#CC(c1ccccc1)=P(C)(C)C

=====

[2]
A structure of composition C12H16BClF6NO20S2Y in a non-equilibrium geometry, computed with ωB97M-V/def2-TZVPD.

The geometry in XYZ format:
```
60
Properties=species:S:1:pos:R:3:mulliken_charge:R:1
Y -0.40 -0.66 1.20 2.4127
Cl -4.23 2.70 0.69 1.7047
O -3.85 1.94 -0.46 -0.6224
O -5.57 2.37 1.09 -0.5657
O -3.36 2.24 1.69 -0.6295
O -4.00 4.13 0.60 -0.5705
N -0.38 -2.04 4.76 -0.1510
S -1.52 -2.67 5.65 1.0559
O -1.90 -1.87 6.85 -0.5077
O -1.65 -4.11 5.48 -0.5097
F -2.73 -2.21 4.64 -0.3378
S 0.66 -2.35 6.10 0.9644
O 0.87 -3.70 6.57 -0.4648
O 1.05 -1.27 7.00 -0.5232
F 1.91 -2.20 5.04 -0.3179
B 2.30 -4.02 0.71 0.5146
F 0.98 -4.07 0.63 -0.3189
F 2.96 -4.69 -0.30 -0.3733
F 2.58 -2.69 0.60 -0.3592
F 2.79 -4.69 1.86 -0.3951
C -5.55 -6.20 -2.46 -0.2356
C -5.56 -6.99 -1.19 -0.3083
O -5.21 -5.97 -0.29 -0.3274
C -4.45 -5.07 -0.82 0.7419
O -3.81 -4.13 -0.32 -0.6134
O -4.60 -5.17 -2.11 -0.3111
H -6.55 -5.90 -2.78 0.2753
H -5.10 -6.84 -3.21 0.2673
H -4.83 -7.80 -1.06 0.2500
H -6.51 -7.44 -0.88 0.2599
C 4.75 4.96 3.91 -0.3687
C 3.65 5.31 4.86 -0.1785
O 2.62 4.35 4.54 -0.3028
C 3.14 3.43 3.70 0.6747
O 2.61 2.47 3.21 -0.5557
O 4.44 3.70 3.47 -0.3342
H 5.80 5.03 4.18 0.3068
H 4.86 5.58 3.02 0.2270
H 3.36 6.35 4.68 0.2673
H 3.99 5.14 5.88 0.2621
C 1.83 6.84 -2.20 -0.2818
C 1.28 6.30 -3.47 -0.3726
O 0.58 5.18 -2.91 -0.3182
C 1.18 4.64 -1.88 0.6968
O 0.87 3.52 -1.38 -0.5853
O 2.01 5.69 -1.41 -0.3145
H 1.04 7.46 -1.77 0.2975
H 2.72 7.37 -2.53 0.3152
H 1.96 5.86 -4.20 0.2790
H 0.59 7.02 -3.92 0.2813
C 2.13 -1.28 -6.43 -0.2163
C 0.81 -1.70 -6.94 -0.2881
O -0.01 -1.74 -5.77 -0.3095
C 0.64 -1.39 -4.73 0.6961
O 0.21 -1.23 -3.60 -0.5717
O 1.98 -1.38 -5.06 -0.3177
H 2.51 -0.30 -6.70 0.2523
H 2.83 -2.05 -6.76 0.2249
H 0.92 -2.72 -7.33 0.2581
H 0.39 -1.07 -7.73 0.2721
```

Computed properties:
Charge   0
Maximum force   9.24 eV/Å
DFT total energy   -107342.844 eV
Kohn-Sham gap   3.108 eV

=====

[3]
The molecule C12H16BrN5O in a non-equilibrium geometry, computed with ωB97M-V/def2-TZVPD.

The geometry in XYZ format:
```
35
Properties=species:S:1:pos:R:3:mulliken_charge:R:1
C 5.52 1.18 -2.05 -1.3210
C 4.81 0.27 -1.07 -0.0432
C 3.70 1.01 -0.31 -1.0243
N 3.03 0.16 0.62 0.8655
N 3.29 0.15 1.94 -0.4338
N 2.58 -0.74 2.47 -0.6377
N 1.82 -1.37 1.58 -0.2591
C 2.10 -0.82 0.41 0.3877
N 1.62 -1.19 -0.80 -0.1269
C 0.42 -2.00 -0.82 -1.2206
C -0.86 -1.26 -0.51 0.8217
C -0.93 0.11 -0.39 0.0196
C -2.13 0.73 -0.10 -0.4628
Br -2.19 2.63 0.04 -0.2232
C -3.28 -0.01 0.09 -0.6738
C -3.22 -1.39 -0.02 -0.5065
C -2.03 -2.03 -0.33 0.3962
O -1.88 -3.37 -0.47 -0.3861
C -2.98 -4.20 -0.22 -0.9635
H 6.30 0.64 -2.57 0.3633
H 5.97 2.02 -1.52 0.3381
H 4.82 1.58 -2.79 0.3500
H 5.52 -0.13 -0.34 0.2972
H 4.37 -0.58 -1.60 0.2920
H 4.13 1.83 0.27 0.4574
H 2.97 1.43 -1.02 0.2715
H 1.69 -0.50 -1.53 0.3320
H 0.34 -2.48 -1.80 0.4751
H 0.55 -2.78 -0.07 0.4130
H -0.04 0.72 -0.52 0.4155
H -4.21 0.48 0.33 0.3984
H -4.13 -1.96 0.13 0.3895
H -2.61 -5.22 -0.35 0.2481
H -3.79 -4.02 -0.92 0.3638
H -3.35 -4.08 0.81 0.3872
```

Computed properties:
Charge   0
Maximum force   1.63 eV/Å
DFT total energy   -92242.958 eV
Kohn-Sham gap   9.079 eV
SMILES   CCCn1nnnc1NCc1cc(Br)ccc1OC

=====

[4]
A structure of composition C12H16FeN9O2S in a non-equilibrium geometry, computed with ωB97M-V/def2-TZVPD.

The geometry in XYZ format:
```
41
Properties=species:S:1:pos:R:3:mulliken_charge:R:1
Fe -0.08 0.03 -0.40 0.1486
C 0.63 2.64 3.16 -1.5327
C 0.26 1.61 2.15 0.4763
N -0.09 1.80 0.93 0.4997
N -0.26 3.07 0.44 -0.4257
C -0.88 3.16 -0.74 0.6312
N -1.22 4.35 -1.19 -0.3527
S -1.19 1.76 -1.65 -0.5138
C 0.19 0.18 2.51 0.8085
C 0.53 -0.28 3.76 -0.6010
C 0.36 -1.63 4.05 -0.6143
C -0.19 -2.44 3.08 -0.6190
C -0.49 -1.91 1.84 -0.0359
N -0.30 -0.62 1.53 0.0504
H 0.38 3.66 2.86 0.4304
H 1.70 2.59 3.34 0.3893
H 0.12 2.44 4.10 0.3865
H -0.12 3.87 1.04 0.1712
H -1.05 5.20 -0.68 0.2074
H -1.68 4.44 -2.09 0.2425
H 0.94 0.39 4.50 0.3603
H 0.64 -2.02 5.02 0.4829
H -0.37 -3.49 3.26 0.4579
H -0.89 -2.54 1.06 0.5379
C -0.31 -4.09 -3.45 -0.8392
O -0.69 -3.40 -2.23 -0.3142
C -0.32 -2.19 -1.99 0.9587
O -0.70 -1.67 -0.91 -0.5354
N 0.48 -1.51 -2.81 -0.0723
N 0.74 -0.18 -2.41 -0.6562
H -0.79 -5.05 -3.39 0.2478
H 0.78 -4.20 -3.48 0.3896
H -0.69 -3.54 -4.31 0.3823
H 0.87 -1.86 -3.67 0.2373
H 0.41 0.46 -3.13 0.4299
H 1.73 -0.03 -2.27 0.3670
N 1.78 -0.16 -0.04 -0.3583
C 2.60 -0.69 0.65 0.7138
N 3.54 -1.18 1.28 -0.5709
C 3.60 -1.47 2.57 0.4721
N 3.65 -1.73 3.69 -0.4380
```

Computed properties:
2S+1   2
Charge   +2
Relative energy (zero: lowest compared OMol25 entry of this formula, charge and spin)   26.4 kcal per mole
Maximum force   1.47 eV/Å
DFT total energy   -75415.548 eV
Kohn-Sham gap (spin up / spin down)   6.686 / 7.183 eV

=====

[5]
A cluster of 2 separate species, C12H16N2 in total in a non-equilibrium geometry, computed with ωB97M-V/def2-TZVPD.

The geometry in XYZ format:
```
30
Properties=species:S:1:pos:R:3:mulliken_charge:R:1
C -0.72 2.91 1.26 -1.1545
C 0.38 1.96 1.64 0.7424
C 1.34 1.52 0.79 -0.6081
N 1.99 0.51 1.49 0.0281
C 1.39 0.43 2.69 -0.4007
N 0.39 1.25 2.81 -0.6648
H -1.70 2.45 1.32 0.2455
H -0.58 3.25 0.24 0.2383
H -0.74 3.73 1.98 0.3889
H 1.71 1.69 -0.21 0.5000
H 2.94 0.19 1.38 0.2467
H 1.72 -0.21 3.50 0.4347
C -1.54 -3.18 0.05 -1.2796
C -1.10 -1.74 0.43 -0.5656
C -0.56 -1.00 -0.75 0.7081
C 0.57 -1.47 -1.41 -0.5113
C 1.21 -0.71 -2.39 -0.4892
C 0.69 0.53 -2.73 -0.5695
C -0.39 1.06 -2.04 -0.4864
C -1.08 0.22 -1.17 -0.3216
H -0.68 -3.81 -0.16 0.3306
H -2.05 -3.15 -0.91 0.3685
H -2.25 -3.57 0.77 0.3735
H -2.03 -1.27 0.76 0.3936
H -0.36 -1.76 1.21 0.2529
H 0.94 -2.48 -1.27 0.2794
H 2.08 -1.17 -2.83 0.3992
H 1.11 1.17 -3.49 0.3473
H -0.62 2.11 -2.15 0.4323
H -2.05 0.55 -0.80 0.3411
```

Computed properties:
Charge   0
Relative energy (zero: lowest compared OMol25 entry of this formula, charge and spin)   15.3 kcal per mole
Maximum force   2.19 eV/Å
DFT total energy   -15683.435 eV
Kohn-Sham gap   9.244 eV
SMILES   Cc1c[nH]cn1.CCc1ccccc1

=====

[6]
A cluster of 2 separate species, C12H16N2 in total in a non-equilibrium geometry, computed with ωB97M-V/def2-TZVPD.

The geometry in XYZ format:
```
30
Properties=species:S:1:pos:R:3:mulliken_charge:R:1
C -3.70 0.59 -0.85 -1.1545
C -2.46 1.28 -0.61 -0.2734
C -1.39 0.48 -1.45 0.3728
C -0.92 -0.76 -0.96 -0.2988
N 0.13 -0.98 -1.83 0.0282
C 0.28 0.10 -2.77 -0.4346
N -0.60 1.04 -2.52 -0.5973
H -3.79 -0.48 -0.60 0.3110
H -3.81 0.39 -1.99 0.2764
H -4.51 1.17 -0.41 0.3356
H -2.50 2.32 -0.75 0.3831
H -2.08 1.17 0.42 0.1428
H -1.14 -1.59 -0.29 0.3768
H 0.47 -1.81 -1.86 0.0968
H 1.11 0.10 -3.43 0.4406
C 1.38 -2.48 2.43 -1.4025
C 1.53 -1.03 2.01 1.0082
C 1.02 0.09 2.74 -0.6751
C 0.74 1.30 2.13 -0.5936
C 1.33 1.51 0.86 -0.5892
C 1.79 0.40 0.17 0.0696
C 1.90 -0.90 0.63 -0.9520
H 2.08 -3.25 2.20 0.3837
H 0.52 -2.94 1.96 0.2439
H 1.32 -2.58 3.52 0.3764
H 0.63 -0.25 3.70 0.3106
H 0.20 2.04 2.55 0.6648
H 1.46 2.57 0.47 0.2702
H 2.03 0.73 -0.93 0.1812
H 2.20 -1.58 -0.04 0.6981
```

Computed properties:
Charge   0
Relative energy (zero: lowest compared OMol25 entry of this formula, charge and spin)   76.5 kcal per mole
Maximum force   7.14 eV/Å
DFT total energy   -15680.782 eV
Kohn-Sham gap   9.012 eV
SMILES   CCc1c[nH]cn1.Cc1ccccc1